No. 1
The following is a quantum chemistry calculation of a molecular structure, C25H34N8OS4Sn, from the Open Molecules 2025 dataset.

The HOMO energy is -5.99 eV. The energy relative to the best compared isomer or geometry (same formula, charge and spin) is 8.80 kJ/mol. The energy is -3293.4702 Ha. As for the HOMO-LUMO gap: 6.184 eV.

```
! wB97M-V def2-TZVPD RIJCOSX def2/J DEFGRID3
* xyz 0 1
Sn -0.27319 0.22624 0.56910
C 2.35478 -2.43581 1.75004
C 2.52994 -1.15801 2.58014
N 2.30991 0.02500 1.76707
C 3.41795 0.51871 0.97601
C 3.75261 -0.26668 -0.29152
S 2.35020 -0.65050 -1.40161
C 2.28119 -2.46988 -1.29941
C 1.21308 -3.00471 -0.35027
N 1.18804 -2.29082 0.90461
H 3.23328 -2.60354 1.12882
H 2.27384 -3.29633 2.42804
H 1.75721 -1.15452 3.35325
H 3.52368 -1.16066 3.06410
H 2.01808 0.77804 2.38205
H 3.15125 1.52685 0.65857
H 4.35082 0.57923 1.57207
H 4.43003 0.34450 -0.89232
H 4.24843 -1.20640 -0.06537
H 2.08398 -2.81583 -2.31287
H 3.27737 -2.80871 -1.02059
H 0.23308 -2.86185 -0.80732
H 1.38213 -4.09016 -0.22377
H 0.35875 -2.55746 1.42278
N 1.30867 3.10506 -3.20892
C 2.06553 3.80026 -2.29977
C 2.95424 4.85575 -2.42000
C 3.49185 5.35225 -1.24649
C 3.15215 4.82303 0.00292
C 2.24934 3.78738 0.13065
C 1.71101 3.26265 -1.04002
N 0.79379 2.27221 -1.21474
C 0.56615 2.19684 -2.49679
C -0.42106 1.33436 -3.08580
C -0.96497 1.45000 -4.34165
S -2.17832 0.26239 -4.58420
C -1.86224 -0.31188 -2.97070
N -0.95612 0.33224 -2.34378
H 1.35532 3.18884 -4.20808
H 3.18362 5.29042 -3.38191
H 4.16927 6.19116 -1.29510
H 3.59551 5.25650 0.88719
H 1.90775 3.41790 1.08179
H -0.72650 2.15106 -5.11581
H -2.40212 -1.13525 -2.54908
C -3.84441 -2.85216 1.93537
C -2.79237 -1.77902 1.88620
S -2.02306 -1.63840 0.29670
C -2.48525 -0.99146 2.92380
C -3.23142 -1.02017 4.22693
S -1.19797 0.21233 2.92450
H -3.69389 -3.54662 1.11325
H -4.84244 -2.42347 1.84169
H -3.79111 -3.41156 2.86821
H -3.75376 -1.95951 4.39161
H -3.96158 -0.20977 4.23911
H -2.53611 -0.84386 5.04314
C -1.27319 5.40514 -0.34908
N -2.04006 4.18988 -0.45863
C -3.14146 4.12959 -1.22678
C -3.83591 2.97721 -1.37316
C -3.30924 1.81573 -0.72798
N -2.20339 1.88718 -0.01109
C -1.57378 3.04658 0.23346
O -0.64733 3.15537 1.00272
N -3.92069 0.64016 -0.82919
H -1.93807 6.26676 -0.32367
H -0.57745 5.49450 -1.18697
H -0.68884 5.34361 0.56695
H -3.44183 5.05107 -1.70717
H -4.73303 2.91965 -1.96446
H -4.76522 0.54637 -1.36417
H -3.45698 -0.17879 -0.42052
*
```



No. 2
The following is a quantum chemistry calculation of a molecular structure, C25H35AsN3O4PRuS5, from the Open Molecules 2025 dataset.

The HOMO energy (spin up / spin down) is -10.42 / -10.62 eV. The energy relative to the best compared isomer or geometry (same formula, charge and spin) is 159.08 kJ/mol. The energy is -6101.5552 Ha. As for the HOMO-LUMO gap (spin up / spin down): 7.910 / 5.682 eV.

```
! wB97M-V def2-TZVPD RIJCOSX def2/J DEFGRID3
* xyz 1 6
Ru 0.05784 0.69548 0.97878
C 8.64327 0.19727 -1.33302
C 7.15507 0.27257 -1.13255
C 6.28425 0.26234 -2.21569
C 4.91212 0.33473 -2.04701
C 4.03146 0.30677 -3.28013
C 4.39235 0.44491 -0.73892
C 2.95486 0.56889 -0.59905
O 2.35160 0.87031 0.42932
C 5.26097 0.44287 0.37722
C 4.77526 0.52705 1.80204
C 6.62204 0.34942 0.15186
H 8.90184 0.11615 -2.38763
H 9.05893 -0.66503 -0.80765
H 9.12871 1.08748 -0.92785
H 6.68994 0.19244 -3.21953
H 4.64541 0.18949 -4.17054
H 3.45955 1.22977 -3.39232
H 3.32784 -0.52782 -3.25510
H 2.36882 0.37565 -1.50609
H 3.91065 -0.11034 1.97636
H 4.48357 1.55368 2.04119
H 5.57180 0.23271 2.48427
H 7.29417 0.33384 1.00465
C -1.03396 3.80892 3.34879
As 0.68748 3.43654 2.58069
C 1.42565 1.95407 3.56897
C 1.79513 4.91637 3.09095
S 0.59631 3.35136 0.46870
H -0.94919 3.85973 4.43412
H -1.74547 3.04184 3.06120
H -1.36686 4.76671 2.95848
H 1.60476 2.31612 4.58019
H 2.35667 1.64312 3.10193
H 0.74535 1.10982 3.60430
H 1.79977 5.02133 4.17391
H 1.40742 5.81546 2.62407
H 2.80320 4.73098 2.73030
C -2.92833 3.72510 -0.29353
O -3.08302 2.66617 0.67536
P -2.29953 1.29142 0.57690
O -3.25572 0.41976 1.50646
C -2.83687 -0.12017 2.77091
O -2.69003 0.85665 -0.91125
C -1.78957 0.22270 -1.82543
H -3.59283 4.52222 0.02240
H -3.22822 3.37197 -1.27818
H -1.90341 4.08307 -0.31764
H -3.09731 0.57503 3.56815
H -1.77277 -0.33494 2.79447
H -3.37311 -1.05064 2.91856
H -1.72776 0.83662 -2.72081
H -2.15539 -0.76980 -2.06098
H -0.78613 0.11499 -1.41130
S 2.50316 -2.78139 0.76219
C 1.54785 -1.72561 1.45485
N 0.81098 -0.92993 1.96830
S -6.82816 -4.40367 1.24055
C -5.37753 -3.94719 0.65985
S -4.06943 -3.45726 1.68345
C -3.08330 -3.07550 0.28961
N -3.72710 -3.33248 -0.86266
N -4.94010 -3.81687 -0.67116
C -5.68518 -4.15513 -1.86842
C -6.65351 -5.14801 -1.86258
C -7.33279 -5.43540 -3.03826
C -7.04921 -4.74781 -4.20705
C -6.06726 -3.76555 -4.20428
C -5.38407 -3.46474 -3.04062
S -1.55009 -2.45463 0.38547
H -6.87147 -5.70793 -0.96887
H -8.08803 -6.21100 -3.03276
H -7.58971 -4.97543 -5.11779
H -5.83214 -3.22703 -5.11403
H -4.62149 -2.70064 -3.02910
*
```



No. 3
The following is a quantum chemistry calculation of a molecular structure, C25H35BBrCrN3O4S2, from the Open Molecules 2025 dataset.

The HOMO energy (spin up / spin down) is -2.66 / -3.28 eV. The energy is -5878.8103 Ha. As for the HOMO-LUMO gap (spin up / spin down): 4.778 / 5.405 eV.

```
! wB97M-V def2-TZVPD RIJCOSX def2/J DEFGRID3
* xyz -1 4
Cr -1.69599 -0.26115 0.32902
N -0.72588 1.49734 1.01054
C -1.03294 1.72779 2.42176
C -1.03632 0.40634 3.18885
N -1.79389 -0.63691 2.47905
C -3.21250 -0.76767 2.83078
C -4.05458 0.19689 2.02918
N -3.75463 0.05973 0.60903
H 0.27462 1.48638 0.83637
H -1.14789 2.24068 0.44039
H -2.01606 2.19528 2.44339
H -0.33097 2.41977 2.90117
H -1.43454 0.56830 4.19877
H -0.01442 0.04242 3.29488
H -1.34657 -1.53851 2.59447
H -3.37428 -0.60874 3.90515
H -3.50202 -1.79001 2.58199
H -3.82301 1.22769 2.29613
H -5.11122 0.02451 2.26592
H -3.92368 0.94672 0.11183
H -4.24156 -0.71311 0.16914
C -1.48939 4.64431 -1.69137
C -1.93492 3.21455 -1.39689
S -3.24885 3.10933 -0.21765
C -1.30989 2.18726 -2.01717
C -0.18822 2.40081 -3.01430
S -1.73257 0.45987 -1.90286
H -1.97522 5.32293 -0.99410
H -1.77139 4.94214 -2.70583
H -0.40768 4.77382 -1.59952
H 0.03303 3.45184 -3.19455
H -0.44126 1.93586 -3.97062
H 0.72663 1.90662 -2.67031
C 6.01647 1.04369 -0.93320
C 4.80703 1.94931 -0.66550
C 4.46987 2.73514 -1.94138
C 5.18242 2.95992 0.42063
C 3.62327 1.07655 -0.24988
C 3.24029 0.93752 1.08255
C 2.16088 0.13241 1.47017
C 1.48667 -0.53347 0.48079
O 0.35807 -1.33125 0.57044
B 0.09981 -1.72575 -0.77208
O 1.08000 -1.20455 -1.63174
C 1.88317 -0.44406 -0.84942
C 2.92808 0.35746 -1.23478
H 6.87369 1.63841 -1.25924
H 5.79085 0.31268 -1.71118
H 6.29703 0.49813 -0.03023
H 5.28336 3.42585 -2.17384
H 3.55233 3.31163 -1.81302
H 4.33847 2.08387 -2.80467
H 5.97918 3.60806 0.05168
H 5.55183 2.46978 1.32319
H 4.33013 3.58629 0.68994
H 3.76825 1.47313 1.85846
H 1.88272 0.04640 2.51121
H 3.18214 0.41851 -2.28333
Br -0.77186 -8.16930 -2.03103
C -1.81261 -6.82522 -1.15534
C -2.99738 -7.22340 -0.52999
C -3.75005 -6.22577 0.10742
C -3.34162 -4.91475 0.12275
C -2.12572 -4.52141 -0.51624
C -1.35859 -5.53580 -1.17330
C -1.72145 -3.18901 -0.47284
O -0.55100 -2.86803 -1.13152
O -2.33301 -2.23587 0.11620
H -3.31525 -8.25473 -0.54440
H -4.67678 -6.50229 0.59687
H -3.93530 -4.15745 0.61516
H -0.43733 -5.27572 -1.67195
*
```



No. 4
The following is a quantum chemistry calculation of a molecular structure, C25H35BF6N10O3SbSiTi, from the Open Molecules 2025 dataset.

The HOMO energy is -5.84 eV. The energy relative to the best compared isomer or geometry (same formula, charge and spin) is 0.00 kJ/mol. The energy is -3750.7414 Ha. As for the HOMO-LUMO gap: 7.651 eV.

```
! wB97M-V def2-TZVPD RIJCOSX def2/J DEFGRID3
* xyz -1 1
Ti 0.18042 0.81138 -0.17351
N -1.33688 -2.96627 -1.73908
C -1.09512 -3.01788 -3.17944
C -0.55708 -1.68369 -3.67206
O -1.20078 -0.94888 -4.39436
N 0.69301 -1.32159 -3.22029
C 1.24821 -0.03963 -3.66545
C 0.46224 1.18809 -3.23433
O 0.22904 2.08855 -3.99332
O 0.05395 1.22808 -1.96032
H -1.42496 -3.89668 -1.35487
H -2.18635 -2.46050 -1.52535
H -1.98066 -3.23055 -3.78434
H -0.34680 -3.78800 -3.36816
H 1.28662 -0.00469 -4.75298
H 2.26181 0.06363 -3.27094
C -2.95135 0.44953 -2.45691
C -3.10771 0.88287 -1.04131
C -4.32191 1.21739 -0.42713
C -3.98667 1.61090 0.84611
N -2.65724 1.50697 0.98020
N -2.10676 1.04546 -0.17175
B -1.78712 1.98899 2.16879
N -0.80058 3.05526 1.62570
C -0.37226 4.20629 2.17134
C 0.45965 4.83192 1.26833
C 0.51912 3.97191 0.16193
C 1.31040 4.09729 -1.09650
N -0.25161 2.91390 0.39332
N -1.02800 0.74418 2.67807
C -0.95294 0.14388 3.87136
C -0.25558 -1.03437 3.72237
C 0.08541 -1.10508 2.37003
C 0.87104 -2.19545 1.72071
N -0.39121 -0.02073 1.74110
N -2.68483 2.66058 3.20407
C -3.32454 3.83885 3.00976
C -4.14608 4.05740 4.08603
C -3.94875 2.93265 4.91389
C -4.57846 2.63059 6.23622
N -3.07821 2.09864 4.37255
H -3.83451 0.75289 -3.01787
H -2.08263 0.89488 -2.92702
H -2.86465 -0.63099 -2.55694
H -5.30021 1.18369 -0.87407
H -4.59604 1.96168 1.66156
H -0.69945 4.50858 3.15178
H 0.96527 5.77440 1.38742
H 1.82935 5.05388 -1.11936
H 2.05750 3.30401 -1.17441
H 0.66881 4.01652 -1.97426
H -1.42802 0.59180 4.72422
H -0.01806 -1.75648 4.48383
H 0.98792 -3.01105 2.43319
H 0.38735 -2.56620 0.81873
H 1.86027 -1.84467 1.42791
H -3.15355 4.42401 2.12096
H -4.79290 4.90113 4.25706
H -5.29734 3.40401 6.50341
H -5.09888 1.67302 6.20937
H -3.82643 2.57789 7.02417
C 4.02265 -3.89985 0.12005
Si 3.51815 -4.27974 -1.63236
C 2.70764 -5.97605 -1.71009
C 4.99091 -4.21351 -2.77273
C 2.26424 -3.07336 -2.21144
C 1.52150 -2.25117 -2.68932
H 4.84051 -4.55557 0.43121
H 3.19038 -4.04318 0.81373
H 4.37954 -2.87057 0.19385
H 3.43315 -6.76226 -1.48622
H 2.29743 -6.16743 -2.70387
H 1.89315 -6.05360 -0.98603
H 5.75504 -4.93174 -2.46414
H 5.41588 -3.20931 -2.73938
H 4.70474 -4.43207 -3.80350
F 0.95876 -0.72848 -0.54696
Sb 4.45205 0.69735 -1.12590
F 5.52121 -0.64382 -0.04958
F 6.11579 1.32582 -1.85064
F 1.69157 1.36440 0.58413
F 3.48703 1.71207 -2.62718
F 4.27440 -0.77214 -2.36284
*
```



No. 5
The following is a quantum chemistry calculation of a molecular structure, C25H35BeN4O6P2S4, from the Open Molecules 2025 dataset.

The HOMO energy is -3.68 eV. The energy relative to the best compared isomer or geometry (same formula, charge and spin) is 0.00 kJ/mol. The energy is -3934.5368 Ha. As for the HOMO-LUMO gap: 5.152 eV.

```
! wB97M-V def2-TZVPD RIJCOSX def2/J DEFGRID3
* xyz -1 1
Be -1.52248 0.24938 1.17005
S -3.39741 -0.52093 1.61316
C -3.92312 0.80416 2.64551
C -5.02502 0.65162 3.48600
C -5.46987 1.68732 4.29436
C -4.80482 2.90669 4.27195
C -3.70576 3.07072 3.44166
C -3.24867 2.03949 2.62271
S -1.84457 2.27254 1.58290
H -5.53487 -0.30478 3.49663
H -6.32769 1.53991 4.94029
H -5.13665 3.72596 4.89936
H -3.17761 4.01726 3.42009
C 0.15588 -3.33136 -2.84258
C -0.07336 -2.17518 -3.80345
C 1.15900 -1.29974 -3.94717
O -1.26521 -1.46030 -3.43826
P -1.46726 -0.13464 -2.52940
S -0.91208 1.48618 -3.46216
S -0.59323 -0.50976 -0.74817
O -3.04165 -0.13945 -2.38089
C -3.98597 -1.23278 -2.26192
C -4.42283 -1.65739 -3.65323
C -3.50380 -2.39813 -1.42078
H 1.01148 -3.92309 -3.17648
H -0.72027 -3.97925 -2.80720
H 0.34481 -2.95817 -1.83688
H -0.32269 -2.58635 -4.78653
H 1.43913 -0.87699 -2.98035
H 0.98275 -0.47238 -4.63078
H 1.98173 -1.91716 -4.31674
H -4.82304 -0.75471 -1.75052
H -3.62790 -2.20613 -4.15860
H -4.67832 -0.78429 -4.25366
H -5.30284 -2.29959 -3.57614
H -2.61414 -2.85239 -1.85222
H -4.29719 -3.14884 -1.39057
H -3.28302 -2.08732 -0.40358
C 2.78701 3.28454 -2.17197
N 3.20572 2.08250 -1.32213
C 4.19247 2.54121 -0.24982
N 3.68129 3.62600 0.50684
C 3.29957 4.72095 -0.38061
N 2.29403 4.33692 -1.36147
C 1.01056 3.97188 -0.71670
P 1.07450 2.53683 0.47258
C 2.00317 1.43369 -0.69348
C 2.55473 3.21181 1.37537
H 2.02030 2.92265 -2.85862
H 3.68273 3.59148 -2.71749
H 3.67869 1.40977 -1.92367
H 5.10667 2.82272 -0.77830
H 4.36942 1.67448 0.38732
H 4.19279 5.06612 -0.91079
H 2.90826 5.53810 0.22335
H 0.27387 3.75070 -1.49188
H 0.64590 4.84500 -0.17093
H 1.31324 1.14886 -1.48715
H 2.33759 0.53953 -0.16865
H 2.90086 2.47881 2.10240
H 2.22023 4.09402 1.92565
O 1.70935 0.43312 2.22830
C 0.91794 -0.51582 2.24094
O -0.31774 -0.54198 1.98252
C 1.49557 -1.89023 2.52363
C 1.19165 -2.92977 1.65026
C 1.77501 -4.17538 1.81749
C 2.63429 -4.35756 2.88666
C 2.93092 -3.35061 3.78871
C 2.36222 -2.10412 3.58918
N 3.26588 -5.67923 3.07165
O 3.04949 -6.53537 2.23897
O 3.97501 -5.84019 4.04488
H 0.48376 -2.75163 0.84903
H 1.56558 -4.99581 1.14810
H 3.59605 -3.54923 4.61515
H 2.58999 -1.28494 4.25825
*
```



No. 6
The following is a quantum chemistry calculation of a molecular structure, C25H35Cl2CoN4O3Se, from the Open Molecules 2025 dataset.

The HOMO energy (spin up / spin down) is -2.97 / -4.21 eV. The energy is -6122.9686 Ha. As for the HOMO-LUMO gap (spin up / spin down): 5.670 / 6.911 eV.

```
! wB97M-V def2-TZVPD RIJCOSX def2/J DEFGRID3
* xyz -1 4
O -0.07032 -4.00599 -0.43944
C -0.00216 -3.61008 -1.61749
C 1.18916 -3.19320 -2.37909
C 2.33163 -2.44986 -1.97858
H 2.33453 -1.81041 -1.06648
C 3.55098 -2.59836 -2.69098
H 4.48893 -2.15206 -2.29872
C 3.59009 -3.37356 -3.85822
H 4.53369 -3.54697 -4.36535
C 2.41422 -3.93084 -4.35177
H 2.41081 -4.54524 -5.24374
C 1.22054 -3.75161 -3.65922
H 0.28620 -4.18500 -4.01051
H -0.90847 -3.26267 -2.17171
C -2.34141 -1.21735 -2.32518
C -1.05932 -0.54481 -2.09565
H -2.33759 -1.67790 -3.33102
H -3.09605 -0.41584 -2.26026
H -2.68417 -1.99011 -1.61401
C -0.06850 -0.13396 -3.02129
C -0.60704 0.70817 -4.09306
H 0.92660 -0.58327 -3.15054
H -0.38101 0.28221 -5.05817
H -0.22331 1.72181 -4.01011
H -1.69597 0.73791 -3.96230
Co -0.41649 0.76059 -1.17619
Cl 1.65984 1.20157 -0.92127
Cl -1.56528 2.54348 -1.00301
C 0.14444 2.95054 1.82597
O 0.01138 2.14091 2.75747
N -0.30631 4.22013 1.83626
C -1.06225 4.69721 2.97286
C 0.05142 5.18052 0.80554
H 0.65912 2.66372 0.89002
H -1.43621 3.84374 3.53264
H -1.88952 5.31399 2.62052
H -0.44711 5.32243 3.62670
H 0.41027 4.64809 -0.07251
H 0.82780 5.86373 1.16179
H -0.82429 5.77479 0.54306
H -4.60669 -0.52042 2.59354
H -3.73110 -3.00842 3.10901
C -4.35716 -0.75641 1.55360
C -3.51500 -3.05042 2.03264
N -3.25590 -1.71393 1.51642
H -4.06666 0.15356 1.02507
C -2.08213 -1.35858 0.96612
O -1.84673 -0.20372 0.58257
H -2.63658 -3.68291 1.86172
H -1.33589 -2.17742 0.88439
H -5.23740 -1.20666 1.08269
H -4.38533 -3.48380 1.52387
C 1.16005 -1.20003 4.68852
N 1.87258 -0.22272 3.88202
C 1.96881 -0.23149 2.51290
Se 1.24495 -1.47236 1.41041
N 2.68136 0.89664 2.19129
C 2.99053 1.63950 3.32741
C 3.54550 2.90131 3.49859
C 3.58846 3.40968 4.81677
C 3.06276 2.69258 5.89084
C 2.49375 1.42202 5.71460
C 2.49080 0.92237 4.41044
H 1.87073 -1.77920 5.27551
H 0.62021 -1.85593 4.01872
H 0.47477 -0.68555 5.35836
H 2.77534 1.20755 1.23531
H 3.92288 3.42731 2.62416
H 4.03796 4.38660 4.99459
H 3.09596 3.11938 6.88544
H 2.06401 0.81395 6.51802
*
```